(1)
Density functional theory data (wB97M-V/def2-TZVPD) for a cluster of 2 separate species, C3H9S2 in total in a non-equilibrium geometry.

Structure (XYZ):
```
14
Properties=species:S:1:pos:R:3:forces:R:3
C 1.429512 0.378367 -1.887579 -2.370 -1.181 -1.191
S 1.539554 -1.417316 -2.378030 -0.150 0.341 0.196
H 2.272829 0.823770 -2.283160 1.893 1.192 -0.570
H 0.544541 0.891722 -2.426581 1.025 -0.692 1.293
H 1.439003 0.463110 -0.809749 -0.314 0.401 0.293
C -1.013193 -1.312981 0.142910 -0.240 1.504 2.078
S -1.869798 -0.172516 1.337208 0.257 0.219 0.093
C -0.604492 0.983790 1.942841 -2.538 1.686 2.601
H -1.920664 -1.738502 -0.244367 0.413 -0.710 -0.867
H -0.377165 -1.904843 0.746896 0.008 -1.548 0.556
H -0.261747 -0.853567 -0.459074 -0.400 0.644 -1.372
H 0.146983 1.053269 1.237027 1.467 0.565 -1.521
H -1.180137 2.003207 2.136963 1.341 -1.869 -0.842
H -0.145226 0.802490 2.944696 -0.392 -0.552 -0.746
```
Forces are in eV/Å.

- LUMO: 3.158 eV
- ΔE to the lowest compared entry with this formula, charge and spin: 1.670 eV
- Highest occupied orbital energy: -0.0854 Eh
- Energy: -24927.0777 eV
- Gap between HOMO and LUMO: 5.481 eV
- Charge: -1
- Multiplicity: 1

Here are the Mulliken charges for atoms 1 to 2, given in e:
1 C -0.703
2 S -0.726

***

(2)
Density functional theory data (wB97M-V/def2-TZVPD) for a cluster of 2 separate species, C3HBr3N2 in total in a non-equilibrium geometry.

Structure (XYZ):
```
9
Properties=species:S:1:pos:R:3:forces:R:3
C 0.051279 -1.708261 0.357671 -0.420 -0.233 -1.297
C 0.106984 1.080662 -2.299320 0.611 -0.404 -0.120
C -0.652994 0.312306 1.533874 0.460 0.262 0.134
N -0.216672 -0.790114 1.117060 -0.324 0.648 0.363
N -0.935148 1.511409 -2.118978 -0.827 0.392 0.096
Br 1.208033 -3.092765 0.700238 0.530 -0.384 0.541
Br 1.716333 0.357751 -2.562532 0.163 -0.045 -0.002
Br 0.278990 1.916274 1.166439 -0.073 -0.182 0.156
H -1.556805 0.412738 2.105549 -0.119 -0.053 0.129
```
Forces are in eV/Å.

- LUMO (spin up / spin down): -0.038 / -0.037 eV
- ΔE to the lowest compared entry with this formula, charge and spin: 2.043 eV
- Highest occupied orbital energy (spin up / spin down): -0.3062 / -0.3062 Eh
- Energy: -216231.0022 eV
- Gap between HOMO and LUMO (spin up / spin down): 8.294 / 8.295 eV
- Multiplicity: 1

Here are the Mulliken charges for atoms 1 to 2, given in e:
1 C -0.056
2 C 0.248

***

(3)
Density functional theory data (wB97M-V/def2-TZVPD) for a cluster of 2 separate species, C3HBr4NS in total in a non-equilibrium geometry.

Structure (XYZ):
```
10
Properties=species:S:1:pos:R:3:forces:R:3
C -2.283788 1.321196 1.069674 0.057 0.270 -0.434
C -2.604169 -2.125570 -0.471078 -0.009 0.115 -2.492
C -0.249025 1.325816 2.503958 -2.336 -2.346 -1.767
N -1.378183 1.212142 1.892829 1.320 0.451 0.908
S -1.390780 -2.469069 0.404953 0.845 -0.622 1.282
Br -4.091931 1.450931 1.558714 0.027 -0.283 0.277
Br -2.681687 -2.320150 -2.366948 -0.282 0.061 1.294
Br 0.832041 -0.234566 2.555497 -0.071 0.574 0.375
Br 0.494173 -3.728048 -0.346399 -0.576 0.490 -0.055
H 0.066736 2.282892 2.754322 1.025 1.289 0.611
```
Forces are in eV/Å.

- LUMO: -1.524 eV
- Highest occupied orbital energy: -0.3145 Eh
- Energy: -295617.3237 eV
- Gap between HOMO and LUMO: 7.033 eV
- Multiplicity: 1

Here are the Mulliken charges for atoms 1 to 2, given in e:
1 C -0.056
2 C 0.152

***

(4)
Density functional theory data (wB97M-V/def2-TZVPD) for a cluster of 2 separate species, C3HBrCl2 in total in a non-equilibrium geometry.

Structure (XYZ):
```
7
Properties=species:S:1:pos:R:3:forces:R:3
C -0.779604 -0.539378 -1.338552 1.666 0.192 -0.052
C 0.372267 -0.244224 -1.526978 0.030 -0.106 0.034
C -0.518677 0.682501 2.219311 -0.166 -0.845 0.410
Cl 1.992687 0.076705 -1.689859 -0.740 0.024 -0.079
Cl 0.048144 1.956088 1.305362 0.382 0.148 -0.328
Br 0.509543 -0.932241 1.962344 -0.172 0.693 0.026
H -1.624361 -0.999451 -0.931627 -1.000 -0.106 -0.011
```
Forces are in eV/Å.

- LUMO: -1.188 eV
- ΔE to the lowest compared entry with this formula, charge and spin: 3.260 eV
- Highest occupied orbital energy: -0.3477 Eh
- Energy: -98208.9517 eV
- Gap between HOMO and LUMO: 8.274 eV
- Multiplicity: 1

Here are the Mulliken charges for atoms 1 to 2, given in e:
1 C -0.051
2 C -0.231

***

(5)
Density functional theory data (wB97M-V/def2-TZVPD) for the molecule C3HBrClF3N2 in a non-equilibrium geometry.

Structure (XYZ):
```
11
Properties=species:S:1:pos:R:3:forces:R:3
F -1.635187 0.481315 -0.877821 -1.603 -0.880 -0.551
C -0.561427 0.211817 -0.143119 1.175 0.506 -0.262
Cl -0.814196 0.997760 1.438925 0.406 -0.124 -0.119
C 0.547166 0.998590 -0.974142 1.731 -1.117 2.227
F 0.864895 0.481801 -2.159447 -0.150 -1.623 -0.698
F 0.017006 2.157249 -1.301565 -0.010 1.643 0.724
C 1.929523 1.086566 -0.181322 -1.104 0.236 -1.734
Br 2.532763 -0.574946 0.560622 -0.132 0.611 0.007
N 2.388666 2.382566 0.213725 0.460 0.310 0.557
N 2.925693 1.974130 -0.807236 -0.642 -0.454 0.415
H -0.389300 -0.871581 0.060816 -0.131 0.893 -0.566
```
Forces are in eV/Å.

- LUMO: -0.261 eV
- Structure (SMILES): F[C@H](Cl)C(F)(F)C1(Br)N=N1
- Highest occupied orbital energy: -0.3912 Eh
- Energy: -96822.0319 eV
- Gap between HOMO and LUMO: 10.384 eV
- Multiplicity: 1

Here are the Mulliken charges for atoms 1 to 2, given in e:
1 F -0.222
2 C 0.000

***

(6)
Density functional theory data (wB97M-V/def2-TZVPD) for a structure of composition C3HBrI2O in a non-equilibrium geometry.

Structure (XYZ):
```
8
Properties=species:S:1:pos:R:3:forces:R:3
C -1.042330 -0.161862 -1.103244 1.021 -0.596 -0.875
C -1.215483 -0.519325 0.138984 0.023 0.448 2.522
C 1.301728 0.968848 -0.161455 0.351 -0.213 0.009
O -0.772178 0.014250 -2.213012 -0.669 0.222 0.190
Br 1.021437 2.446043 1.001407 0.329 -0.590 0.031
I -0.534316 -2.417303 0.833535 -0.725 0.660 -0.497
I 2.650410 -0.553342 0.537580 -0.344 1.066 -0.023
H -1.409268 0.222689 0.966206 0.015 -0.997 -1.356
```
Forces are in eV/Å.

- LUMO (spin up / spin down): -1.436 / -1.436 eV
- ΔE to the lowest compared entry with this formula, charge and spin: 3.016 eV
- Highest occupied orbital energy (spin up / spin down): -0.3217 / -0.3216 Eh
- Energy: -91413.5371 eV
- Gap between HOMO and LUMO (spin up / spin down): 7.317 / 7.316 eV
- Multiplicity: 1

Here are the Mulliken charges for atoms 1 to 2, given in e:
1 C 0.748
2 C -0.949

***

(7)
Density functional theory data (wB97M-V/def2-TZVPD) for the molecule C3HCl2F3 in a non-equilibrium geometry.

Structure (XYZ):
```
9
Properties=species:S:1:pos:R:3:forces:R:3
C -0.105150 -0.998309 -0.406186 0.811 -0.037 0.047
C 1.464836 -0.726418 -0.141889 -1.470 -1.956 0.294
C 2.270397 0.480552 -0.397554 -0.577 0.402 2.334
F -0.604310 -2.135829 0.064722 0.822 -0.623 0.734
F 1.507578 1.585289 -0.602334 0.461 -0.845 0.021
F 3.111549 0.327408 -1.379970 0.784 0.168 -1.200
Cl 2.337908 -2.144867 0.390544 -0.935 1.252 -0.783
Cl 3.333192 0.763967 1.141739 -0.649 0.309 -0.943
H -0.968276 -0.498623 -0.801807 0.752 1.329 -0.503
```
Forces are in eV/Å.

- Expectation value of S²: 2.007
- LUMO (spin up / spin down): 0.640 / -2.343 eV
- ΔE to the lowest compared entry with this formula, charge and spin: 0.000 eV
- Highest occupied orbital energy (spin up / spin down): -0.2806 / -0.4205 Eh
- Energy: -36319.8285 eV
- Gap between HOMO and LUMO (spin up / spin down): 8.276 / 9.101 eV
- Multiplicity: 3

Here are the Mulliken charges for atoms 1 to 2, given in e:
1 C -0.275
2 C 0.065

***

(8)
Density functional theory data (wB97M-V/def2-TZVPD) for a cluster of 2 separate species, C3HCl5 in total in a non-equilibrium geometry.

Structure (XYZ):
```
9
Properties=species:S:1:pos:R:3:forces:R:3
C 0.274691 -0.957255 0.848146 1.014 -0.372 0.337
C -0.284921 0.200175 1.239279 -0.352 -2.149 -0.998
C -0.235061 1.077954 -1.691484 0.168 0.839 0.951
Cl 1.973478 -1.162081 0.859544 0.979 0.321 -0.053
Cl -1.983510 0.115194 1.323328 -0.966 0.500 0.159
Cl 0.461141 1.673552 1.533396 0.338 0.170 0.275
Cl 1.353123 0.584583 -2.061431 -0.386 -0.286 -0.547
Cl -1.475947 0.441829 -2.627874 0.204 -0.523 -0.555
H -0.082994 -1.973950 0.577096 -0.999 1.502 0.429
```
Forces are in eV/Å.

- LUMO: -0.956 eV
- ΔE to the lowest compared entry with this formula, charge and spin: 2.657 eV
- Highest occupied orbital energy: -0.3388 Eh
- Energy: -65735.4431 eV
- Gap between HOMO and LUMO: 8.264 eV
- Multiplicity: 1

Here are the Mulliken charges for atoms 1 to 2, given in e:
1 C -0.339
2 C 0.353

***

(9)
Density functional theory data (wB97M-V/def2-TZVPD) for a cluster of 2 separate species, C3HClF5O3S in total in a non-equilibrium geometry.

Structure (XYZ):
```
14
Properties=species:S:1:pos:R:3:forces:R:3
C 0.497386 -0.576510 0.205417 0.156 2.452 -2.381
C -1.084855 1.047630 -1.021749 1.852 -1.376 1.158
C -0.458572 2.456034 -1.158795 -2.843 0.583 1.084
O 2.448672 0.629185 -1.241152 -0.271 0.420 0.625
O 2.169355 1.338126 1.112152 0.076 0.244 0.202
O 2.767495 -1.006941 0.500540 1.088 0.374 0.722
F -2.164164 1.056902 -0.206618 0.130 0.355 -0.481
F -1.417840 0.501076 -2.203450 -0.124 0.294 -0.043
F -0.297281 2.905376 0.103686 0.515 -0.102 -0.467
F 0.571568 2.582767 -1.892482 2.602 -0.881 -0.525
F -1.294773 3.378433 -1.756489 -1.227 -0.192 0.326
S 2.171255 0.282304 0.144033 -0.867 -2.644 -2.016
Cl 0.060880 -0.656556 1.796359 -1.299 -0.408 1.396
H 0.323769 -1.480816 -0.414639 0.211 0.879 0.400
```
Forces are in eV/Å.

- LUMO (spin up / spin down): 3.078 / 3.331 eV
- ΔE to the lowest compared entry with this formula, charge and spin: 0.000 eV
- Highest occupied orbital energy (spin up / spin down): -0.1735 / -0.1966 Eh
- Energy: -46213.6059 eV
- Gap between HOMO and LUMO (spin up / spin down): 7.799 / 8.681 eV
- Charge: -1
- Multiplicity: 1

Here are the Mulliken charges for atoms 1 to 2, given in e:
1 C -0.241
2 C 0.218

***

(10)
Density functional theory data (wB97M-V/def2-TZVPD) for a cluster of 2 separate species, C3HClO2 in total in a non-equilibrium geometry.

Structure (XYZ):
```
7
Properties=species:S:1:pos:R:3:forces:R:3
C -0.750693 0.144285 -0.057951 -0.027 1.128 3.249
C -0.602081 -0.821989 0.854868 -0.778 1.531 -1.542
C 1.409861 -0.392036 -0.969745 1.001 -0.870 -0.514
O 1.862537 0.615207 -1.184161 0.234 0.573 -0.085
O -0.420892 -1.567732 1.706495 0.190 -0.495 0.220
Cl -0.463853 1.772240 0.711019 -0.246 -1.140 -0.449
H -1.034881 0.250028 -1.060527 -0.373 -0.726 -0.880
```
Forces are in eV/Å.

- LUMO: -0.393 eV
- ΔE to the lowest compared entry with this formula, charge and spin: 0.227 eV
- Highest occupied orbital energy: -0.3382 Eh
- Energy: -19742.2015 eV
- Gap between HOMO and LUMO: 8.811 eV
- Multiplicity: 1

Here are the Mulliken charges for atoms 1 to 2, given in e:
1 C -0.549
2 C 0.577